(1)
# C3H14N2O2S

A 3-piece molecular cluster, C3H14N2O2S overall in a non-equilibrium geometry (ωB97M-V with the def2-TZVPD basis set, OMol25).

ORCA input file:
```
! RIJCOSX wB97M-V def2-TZVPD def2/J DEFGRID3
* xyz 0 1
N -0.61269 1.62874 -1.99072
C -0.98587 0.33603 -1.44890
C -0.43114 -0.01804 -0.05162
N -0.65525 -1.43355 0.10928
C -1.06279 0.85894 1.03471
S 0.10539 2.03701 1.82350
H 0.33075 1.57970 -2.36625
H -0.56083 2.39102 -1.31764
H -0.77820 -0.39224 -2.19206
H -2.06873 0.32151 -1.30172
H 0.63849 0.12379 -0.12312
H -1.56986 -1.83871 -0.05327
H -0.18299 -1.88435 0.87936
H -1.15654 0.17934 1.88151
H -1.96271 1.39889 0.74985
H 0.49467 2.78131 0.77861
O 2.26013 -0.83962 -1.90683
H 1.34106 -0.99700 -1.68503
H 2.91778 -0.99100 -1.22790
O 1.10074 -2.04968 2.63292
H 2.04881 -1.86308 2.58074
H 0.78976 -1.32900 3.19456
*
```

As for the SMILES: NC[C@H](N)CS.O.O. The value obtained for the energy above the lowest of the compared OMol25 structures with the same formula, charge and spin is 36.0 kJ/mol. The value obtained for the HOMO energy is -0.32447 hartree.

(2)
# C3H7N2

An isolated ion of composition C3H7N2 and charge +1 in a non-equilibrium geometry (ωB97M-V with the def2-TZVPD basis set, OMol25).

ORCA input file:
```
! RIJCOSX wB97M-V def2-TZVPD def2/J DEFGRID3
* xyz 1 3
C -0.05977 -0.94614 1.36461
C -0.18373 1.05539 -0.57794
C 0.28872 0.07634 0.38783
N 1.23231 -0.52056 0.99896
N -0.65108 0.08223 -1.50859
H -0.49949 -0.60696 2.29606
H -0.25629 -1.93055 0.97924
H -0.95953 1.78586 -0.23289
H 0.64095 1.44693 -1.09909
H 2.21599 -0.36284 1.17720
H -1.69976 0.02350 -1.51408
H -0.06833 -0.10320 -2.27131
*
```

Its expectation value of S² is 2.009. The value obtained for the energy above the lowest of the compared OMol25 structures with the same formula, charge and spin is 182.2 kJ/mol. The value obtained for the HOMO energy (alpha / beta) is -0.38861 / -0.54796 hartree.

(3)
# C10H12N3

An isolated ion of composition C10H12N3 and charge +1 in a non-equilibrium geometry (ωB97M-V with the def2-TZVPD basis set, OMol25).

ORCA input file:
```
! RIJCOSX wB97M-V def2-TZVPD def2/J DEFGRID3
* xyz 1 3
C -3.84249 0.46718 0.04969
C -3.37464 -0.47181 -0.82952
C -2.89748 1.07933 0.89138
C -1.96903 -0.90307 -0.85744
C -1.56423 0.98196 0.74724
C -0.97199 0.05334 -0.22427
C 2.24490 -1.81061 0.43492
C 2.55475 0.57802 -0.15593
C 1.82386 -2.47352 1.30222
C 2.99590 -0.78178 -0.49155
N 1.25309 0.85788 -0.14979
N 0.29694 -0.12459 -0.48168
N 3.36826 1.61285 -0.00020
H -4.98570 0.69132 0.15546
H -4.12697 -1.00067 -1.49504
H -3.17680 1.67573 1.73322
H -1.62464 -1.04062 -1.83650
H -1.07541 1.68562 1.46616
H -1.85498 -1.85144 -0.32398
H 1.34870 -3.06350 2.02572
H 4.04479 -1.06622 -0.45704
H 2.53586 -1.04959 -1.57560
H 0.83598 1.77530 0.01393
H 4.44778 1.60406 -0.02346
H 2.87981 2.38012 0.32168
*
```

Its expectation value of S² is 2.021. The value obtained for the energy above the lowest of the compared OMol25 structures with the same formula, charge and spin is 191.2 kJ/mol. The value obtained for the HOMO energy (alpha / beta) is -0.34560 / -0.48289 hartree.

(4)
# C12H22IN2O9PS2

A 3-piece molecular cluster, C12H22IN2O9PS2 overall in a non-equilibrium geometry (ωB97M-V with the def2-TZVPD basis set, OMol25).

ORCA input file:
```
! RIJCOSX wB97M-V def2-TZVPD def2/J DEFGRID3
* xyz 0 1
N -6.60421 -2.95055 -2.45651
C -5.79351 -2.12681 -2.50234
C -4.79179 -1.07976 -2.48759
C -5.39608 0.31851 -2.59355
C -6.43086 0.51607 -3.67906
O -7.44465 -0.07114 -3.78803
I -5.98700 2.12683 -5.08985
C -3.66250 -1.41841 -3.46207
C -3.94076 -1.06404 -4.84337
N -4.17257 -0.84976 -5.95606
P -1.98513 -0.73016 -2.87909
O -1.11934 -0.42483 -4.21870
O -2.31032 0.73021 -2.23105
H -4.35342 -1.13833 -1.49793
H -4.63392 1.06936 -2.67841
H -5.90894 0.50825 -1.65998
H -3.52440 -2.48726 -3.43727
H -0.77767 -1.24814 -4.56977
H -2.44325 1.43145 -2.88484
C 4.85650 -0.28154 -2.40488
C 4.06341 -1.51241 -2.00852
O 3.39604 -1.36503 -0.73993
S 2.11588 -0.41666 -0.67170
C 1.57656 -0.87526 0.93733
O 1.16613 -0.86002 -1.64676
O 2.54242 0.94855 -0.64445
H 4.20453 0.57187 -2.58138
H 5.41659 -0.47441 -3.32010
H 5.55175 -0.00367 -1.61315
H 3.33487 -1.77793 -2.77668
H 4.73425 -2.36046 -1.88801
H 1.27956 -1.91985 0.92934
H 0.72762 -0.24269 1.18454
H 2.38427 -0.70349 1.64246
C 0.96826 3.13653 5.50308
C 1.82753 2.54435 4.40250
O 2.82188 1.62462 4.90097
S 2.33877 0.19485 5.40447
C 3.93105 -0.53949 5.55590
O 1.61235 -0.44105 4.34625
O 1.76253 0.31716 6.70580
H 0.35988 2.37472 5.98705
H 0.29933 3.89187 5.09064
H 1.59192 3.59340 6.27091
H 1.21675 2.04838 3.64615
H 2.38573 3.33354 3.90401
H 4.38581 -0.60874 4.57183
H 3.78408 -1.53077 5.97811
H 4.53342 0.06796 6.22524
*
```

As for the SMILES: N#C[C@H](CC(=O)I)[C@@H](C#N)P(O)O.CCOS(C)(=O)=O.CCOS(C)(=O)=O. The value obtained for the HOMO energy is -0.33930 hartree.

(5)
# C5H11NO

The molecule C5H11NO in a non-equilibrium geometry (ωB97M-V with the def2-TZVPD basis set, OMol25).

ORCA input file:
```
! RIJCOSX wB97M-V def2-TZVPD def2/J DEFGRID3
* xyz 0 1
N 1.44248 -3.03990 -0.48942
C 0.67333 -1.94958 -0.93479
C 0.34959 -0.89364 -0.20029
C -0.82916 -0.03147 -0.61691
C -0.74361 1.46218 -0.26799
C -0.65823 1.74692 1.21819
O -0.18259 3.05213 1.50449
H 2.18856 -2.76841 0.13426
H 1.74720 -3.65461 -1.23373
H 0.35976 -2.01743 -1.97039
H 0.80192 -0.67928 0.76452
H -0.96423 -0.04479 -1.69635
H -1.69668 -0.48020 -0.14056
H -1.59838 1.96021 -0.73637
H 0.14307 1.90915 -0.72583
H -1.61967 1.49485 1.68979
H -0.06159 0.98048 1.73113
H 0.64824 2.95338 1.97023
*
```

As for the SMILES: N/C=C/CCCO. The value obtained for the energy above the lowest of the compared OMol25 structures with the same formula, charge and spin is 178.5 kJ/mol. The value obtained for the HOMO energy is -0.29744 hartree.

(6)
# C27H35CoN5O2P2

C27H35CoN5O2P2 as an isolated structure in a non-equilibrium geometry (ωB97M-V with the def2-TZVPD basis set, OMol25).

ORCA input file:
```
! RIJCOSX wB97M-V def2-TZVPD def2/J DEFGRID3
* xyz 0 4
Co -0.03961 0.33560 2.53782
C -1.93949 1.73969 -3.91142
C -2.06053 0.44402 -3.60797
C -1.28745 -0.64853 -4.25485
C 0.19875 -0.29837 -4.52711
C 0.88287 0.49233 -3.43779
C 0.96299 1.82611 -3.47945
C 0.36636 2.62643 -4.61422
C -1.07419 2.25188 -5.02059
C 1.20068 0.68180 4.00996
H -2.55827 2.52019 -3.46598
H -2.83949 0.08874 -2.94075
H -1.74471 -0.92211 -5.22541
H -1.33800 -1.54612 -3.61675
H 0.72849 -1.24770 -4.68812
H 0.25166 0.22562 -5.49029
H 1.43103 -0.11264 -2.70898
H 1.55733 2.40218 -2.76456
H 0.95174 2.54543 -5.54218
H 0.37995 3.68664 -4.32946
H -1.55523 3.16642 -5.39023
H -1.07503 1.55202 -5.86509
H 0.65084 1.34021 4.71802
H 2.23265 1.05966 3.89683
H 1.24080 -0.33074 4.45086
P 1.61447 -0.40047 1.40429
P -1.27945 -0.90678 1.41216
N 2.71104 0.88108 0.95681
N 2.70228 -1.62615 2.08868
N -2.12538 0.47255 0.64623
N -2.68818 -1.70984 2.04777
C 0.96813 -1.12678 -0.13518
C -0.39314 -1.80272 0.13055
C 2.63964 2.17711 1.47622
C 3.64721 2.93790 0.89746
C 4.35602 2.08917 -0.01258
C 3.77267 0.82945 0.05236
C 3.54547 -1.45122 3.19184
C 4.27206 -2.61671 3.37975
C 3.85141 -3.55297 2.39093
C 2.87250 -2.93353 1.62258
C -2.09047 1.79856 1.12631
C -2.62825 2.61408 0.14448
C -2.97203 1.79469 -0.95674
C -2.64420 0.48085 -0.62706
C -3.88159 -1.93424 1.34755
C -4.70026 -2.77568 2.09921
C -3.99443 -3.09745 3.30187
C -2.76650 -2.44494 3.23630
H 1.69654 -1.87350 -0.46048
H 0.88098 -0.34332 -0.90410
H -1.03710 -1.86341 -0.75471
H -0.26675 -2.81755 0.54579
H 1.89792 2.42060 2.22244
H 3.83932 3.98325 1.09918
H 5.18834 2.37805 -0.63741
H 4.01833 -0.10501 -0.43363
H 3.53265 -0.52762 3.75183
H 5.02135 -2.77285 4.13443
H 4.19850 -4.56545 2.26072
H 2.28715 -3.29499 0.78203
H -1.73130 2.01157 2.12484
H -2.76085 3.68194 0.20145
H -3.34108 2.13339 -1.90470
H -2.72299 -0.45417 -1.16625
H -4.04186 -1.45116 0.39464
H -5.68600 -3.12874 1.81708
H -4.31279 -3.74672 4.10657
H -1.97683 -2.39787 3.95345
O -1.47471 -0.59672 4.80349
N -1.49673 0.31815 3.94689
O -2.02527 1.43738 4.16234
*
```

Its expectation value of S² is 3.778. The value obtained for the HOMO energy (alpha / beta) is -0.23663 / -0.30527 hartree.